Computed, not measured: C29H44ClN5O2OsS2 as an isolated structure in a non-equilibrium geometry, with ωB97M-V/def2-TZVPD.

```
84
Properties=species:S:1:pos:R:3:forces:R:3
Os -0.263346 -0.555988 -0.273309 0.1164 0.6003 -2.0400
Cl 0.522787 1.233824 -1.435343 -1.0000 -1.3585 -2.9433
S -1.462556 -3.968301 2.619542 1.2227 3.4786 0.0817
S 0.203736 -0.248127 1.790574 1.2941 0.3908 4.7346
O -0.655636 -5.142034 2.847752 -0.1014 -0.8219 -0.1467
O -2.745145 -4.134959 1.962675 -0.2169 -0.7605 -0.0820
N -0.005584 -3.359528 -1.118990 -0.1923 -0.0288 -0.6127
N -2.051073 -2.632693 -1.079882 0.4998 -0.2520 -0.4121
N 2.724672 3.523482 -1.209018 0.0578 1.0745 -0.4574
N 0.788076 4.359555 -0.766456 0.6371 0.8004 -0.4168
N -0.565172 -2.762336 1.863809 -0.9669 -2.4206 -0.2127
C 3.835476 2.591854 -1.526451 -0.7277 0.1320 0.2606
C -2.719390 -2.251551 6.099397 -0.3585 -0.8825 0.2774
C -2.075592 -1.007444 5.968459 0.7329 0.6105 -0.7424
C 3.651368 2.077737 -2.947579 0.1017 -0.1681 -0.2783
C -3.110375 -1.631220 -0.968591 0.8143 0.0634 0.2166
C -2.515957 -3.265366 5.151045 0.3301 0.4982 -0.2588
C -3.081654 -1.026239 0.421545 -0.3329 0.3349 0.8225
C 2.833932 4.896615 -1.339875 0.4698 0.4593 -0.2518
C 1.635505 5.419112 -1.039250 -0.1486 0.5882 -0.3754
C -0.745775 -2.206327 -1.153347 -0.3591 -1.7697 0.4451
C -0.818557 -4.442432 -0.940484 -0.6528 -0.4143 -0.0345
C -1.252788 -0.742109 4.872389 -0.4310 0.0861 1.0468
C 1.470318 3.197217 -0.838784 1.0201 1.0805 2.5448
C 5.156010 3.332732 -1.418936 0.5286 0.0053 0.0222
C 1.460578 -3.358947 -1.074291 -0.6815 0.1127 0.2485
C -4.434569 -2.299740 -1.281105 -0.2584 0.3258 -0.0740
C -2.098432 -3.983496 -0.899843 0.0276 -0.8107 -0.2420
C -0.653536 4.516137 -0.450715 0.5624 -0.4199 -0.0274
C -0.950166 5.978489 -0.170598 -0.3191 0.3548 0.2105
C 3.803878 1.448863 -0.533872 0.1645 -0.4413 0.2075
C 1.846885 -1.896161 -1.251810 1.0802 0.1788 0.0775
C 1.970631 -4.287773 -2.168449 0.3033 0.1779 -0.3312
C -1.690302 -2.993822 4.066416 -0.9419 -1.1810 1.1244
C -2.702494 -0.502053 -1.901808 -0.3900 0.6639 -0.6560
C -0.963871 3.654461 0.756786 -0.2498 -0.0974 0.2784
C -0.447208 -1.672681 2.605671 -0.6909 0.6809 1.0801
C 1.911418 -3.882441 0.282653 0.3772 0.0349 0.5085
C -1.485166 4.069835 -1.643869 -0.2717 -0.0386 -0.1876
C -1.058362 -1.749122 3.919182 0.8425 0.6200 -1.8508
H -0.344448 3.954968 1.609966 -0.0657 -0.1297 -0.1166
H -2.076427 -0.521961 0.626201 -1.2079 -0.5281 -0.0372
H 1.470482 -1.463943 -2.186002 0.1110 -0.0915 0.3084
H 5.299952 3.757242 -0.416827 -0.0666 -0.0071 -0.2117
H -2.993827 -4.240324 5.225222 -0.0751 0.1853 0.0891
H 3.738485 5.397443 -1.630680 -0.0119 0.1744 0.0112
H 3.064632 -4.229021 -2.203753 -0.0797 -0.0746 -0.0308
H 2.929414 0.813551 -0.692066 0.0324 0.1839 0.1414
H 4.707142 0.841957 -0.674005 -0.0785 0.0002 0.0319
H 3.791547 1.822597 0.495388 -0.0691 -0.0599 -0.1488
H -2.226574 -0.240056 6.728732 -0.0146 -0.1106 -0.1637
H -0.438753 -5.445645 -0.850679 -0.0875 -0.0201 0.0738
H 2.936000 -1.780704 -1.228529 0.1577 -0.1951 -0.1085
H 1.246016 -3.520350 1.074433 0.1139 0.0122 -0.1977
H -4.685148 -3.042453 -0.516038 0.0544 0.0863 -0.1099
H 1.690798 -5.328156 -1.961677 0.0094 0.1868 -0.0440
H 1.914899 -4.978556 0.315042 -0.0469 0.0965 -0.0149
H -5.218468 -1.537024 -1.282901 -0.0098 -0.0816 0.0011
H 1.570236 -4.000484 -3.145795 0.0501 -0.0065 0.0542
H -0.352478 6.373052 0.660513 -0.0396 -0.0627 -0.1692
H -3.023314 -4.519737 -0.770686 0.1647 -0.0495 0.0780
H -2.007014 6.068383 0.111003 0.1757 -0.0572 -0.0290
H 2.674610 1.597684 -3.070269 0.1402 0.1116 0.1202
H -3.382136 -2.435375 6.946046 0.1646 0.0356 -0.1218
H 3.751779 2.900594 -3.665986 -0.0731 -0.0751 0.0462
H 5.254185 4.119839 -2.176324 -0.0034 -0.0921 0.1779
H -1.319808 4.736395 -2.499536 0.0250 -0.1124 0.0474
H 1.331838 6.448916 -1.014514 0.0963 0.1045 -0.0847
H -0.789124 2.594437 0.539429 0.0355 0.2007 0.0983
H -1.245018 3.040678 -1.924885 0.0128 0.1320 0.0670
H -1.709184 -0.038443 -1.573766 -1.4472 -0.3388 -0.6437
H -3.254164 -1.777903 1.200350 0.0103 0.1658 -0.0874
H 5.969059 2.616928 -1.598207 -0.1608 0.1107 0.0455
H -2.018825 3.798405 1.022026 0.1022 -0.1089 0.0415
H 2.927881 -3.529543 0.499866 -0.0521 -0.1211 -0.0821
H -0.806809 6.602132 -1.062575 0.0437 -0.0833 0.1911
H -2.595320 -0.843306 -2.937429 -0.0159 0.0640 0.0226
H -3.832537 -0.224857 0.468478 -0.0497 -0.1685 0.1448
H -0.758552 0.216965 4.720519 -0.1834 -0.1356 0.1236
H 4.435678 1.341045 -3.160056 -0.0884 0.0440 -0.0527
H -4.410398 -2.774175 -2.266726 -0.0061 -0.0217 0.0504
H -3.449680 0.297174 -1.839913 -0.0769 -0.0262 -0.1418
H -2.544412 4.127729 -1.363783 0.0800 -0.0410 -0.1147
H 1.515222 -1.293120 -0.324850 0.5386 -0.5827 -0.8083
```
Positions in Å, forces in eV/Å.

## Properties
Net charge ... -2
Multiplicity ... 5
Relative energy (zero: lowest compared OMol25 entry of this formula, charge and spin) ... 399.7 kJ/mol
Gap between HOMO and LUMO (spin up / spin down) ... 2.902 / 3.559 eV
LUMO (spin up / spin down) ... 4.212 / 4.204 eV